(1)
{
  "formula": "C3H6O2S",
  "method": "ωB97M-V/def2-TZVPD",
  "elements": ["C", "C", "O", "C", "O", "S", "H", "H", "H", "H", "H", "H"],
  "coordinates": [[-1.3781, 0.3725, 0.6068], [-0.4031, -0.2694, -0.3487], [-0.3116, -1.6444, -0.1780], [0.9294, 0.5057, -0.2439], [0.9906, 1.7058, -0.3006], [2.3332, -0.5108, 0.3008], [-2.3920, 0.1640, 0.3313], [-1.3003, 1.4748, 0.6103], [-1.2159, 0.0067, 1.6524], [-0.7452, -0.0386, -1.3737], [0.0921, -2.0256, -0.9638], [3.4007, 0.2592, -0.0929]],
  "mulliken_charge": [-1.26, 0.40, -0.56, 0.40, -0.51, -0.24, 0.33, 0.37, 0.32, 0.21, 0.37, 0.17],
  "gap_ev": 10.236,
  "multiplicity": 1,
  "total_charge": 0,
  "e_lumo_ha": 0.021,
  "de_lowest_ev": 0.834,
  "max_force_ev_per_a": 1.7
}

***

(2)
{
  "formula": "C3H5N3O",
  "method": "ωB97M-V/def2-TZVPD",
  "elements": ["N", "C", "N", "C", "O", "C", "N", "H", "H", "H", "H", "H"],
  "coordinates": [[1.4511, 1.9168, 0.0774], [0.3022, 1.5669, 0.0975], [-0.9407, 1.5059, 0.1679], [-1.5574, 0.3216, 0.1153], [-2.7243, 0.0878, 0.1648], [-0.5212, -1.0254, -0.0506], [0.9136, -0.9982, -0.1297], [2.2251, 1.2652, -0.0304], [-0.9270, -1.5008, -0.9452], [-0.8281, -1.6388, 0.7984], [1.2528, -0.6820, -1.0288], [1.3539, -0.8191, 0.7634]],
  "mulliken_charge": [-0.55, 0.63, -0.40, 0.46, -0.53, -0.49, -0.63, 0.32, 0.31, 0.31, 0.29, 0.29],
  "gap_ev": 9.467,
  "multiplicity": 1,
  "total_charge": 0,
  "e_lumo_ha": 0.018,
  "de_lowest_ev": 2.367,
  "max_force_ev_per_a": 4.1
}

***

(3)
{
  "formula": "CH10NO2",
  "method": "ωB97M-V/def2-TZVPD",
  "elements": ["C", "N", "H", "H", "H", "H", "H", "H", "H", "H", "O", "H", "H", "O"],
  "coordinates": [[1.4117, -1.9554, 0.5535], [-1.5663, 1.5307, -0.6853], [2.0729, -1.7556, 1.4007], [1.1397, -1.0394, 0.0428], [0.4679, -2.4111, 0.8946], [1.9166, -2.6953, -0.0683], [-2.5375, 1.8867, -0.7418], [-1.0885, 2.0950, -1.4134], [-1.2388, 0.3138, -0.6673], [-1.6969, -1.3168, -0.8109], [-0.9660, -0.7521, -0.4841], [-0.0053, 1.7136, 0.4461], [1.1408, 2.5977, 1.0154], [0.9496, 1.7880, 0.5180]],
  "mulliken_charge": [-0.85, -0.43, 0.28, 0.18, 0.23, 0.29, 0.32, 0.38, 0.43, 0.36, -0.42, 0.38, 0.37, -0.52],
  "gap_ev": 4.972,
  "multiplicity": 1,
  "total_charge": 1,
  "e_lumo_ha": -0.417,
  "de_lowest_ev": 8.992,
  "max_force_ev_per_a": 1.7
}

***

(4)
{
  "formula": "C22H26BN2",
  "method": "ωB97M-V/def2-TZVPD",
  "elements": ["C", "N", "C", "C", "C", "C", "N", "B", "H", "C", "C", "H", "H", "H", "H", "H", "H", "H", "H", "H", "H", "H", "H", "C", "C", "C", "C", "C", "C", "C", "C", "C", "C", "C", "C", "C", "C", "C", "H", "H", "H", "H", "H", "H", "H", "H", "H", "H", "H", "H", "H"],
  "coordinates": [[-4.6982, 4.2257, -0.1926], [-4.4883, 2.7976, 0.0196], [-5.4584, 1.8893, -0.5827], [-3.4179, 2.3122, 0.8466], [-3.5855, 2.1667, 2.2242], [-2.5488, 1.7073, 2.9914], [-1.3628, 1.3936, 2.4277], [-0.2530, 0.8949, 3.3123], [0.7324, 0.7058, 2.6993], [-1.1736, 1.5216, 1.0965], [-2.1820, 1.9767, 0.2915], [-3.9329, 4.7960, 0.3282], [-4.6445, 4.4598, -1.2530], [-5.6724, 4.5249, 0.1860], [-5.2165, 0.8613, -0.3244], [-6.4591, 2.1120, -0.2207], [-5.4445, 1.9884, -1.6652], [-4.5330, 2.4178, 2.6668], [-2.6585, 1.5863, 4.0535], [-0.0115, 1.6842, 4.1506], [-0.5637, -0.1171, 3.8252], [-0.2167, 1.2577, 0.6857], [-2.0385, 2.0839, -0.7698], [1.6174, -0.4446, -1.5676], [1.1228, -0.8273, -2.8559], [0.1739, -0.0258, -3.5199], [-0.3965, -0.4416, -4.7002], [-0.0413, -1.6560, -5.2618], [0.8933, -2.4588, -4.6333], [1.4704, -2.0538, -3.4526], [2.5433, -1.1592, -0.8289], [2.7830, -0.9717, 0.5201], [3.7117, -1.7617, 1.2791], [3.5415, -1.9537, 2.6642], [4.3549, -2.8195, 3.3599], [5.3819, -3.4867, 2.7127], [5.6017, -3.2747, 1.3624], [4.7814, -2.4300, 0.6513], [1.1509, 0.4009, -1.1007], [-0.1223, 0.9123, -3.0815], [-1.1356, 0.1728, -5.1879], [-0.5007, -1.9847, -6.1803], [1.1555, -3.4142, -5.0596], [2.1659, -2.7077, -2.9579], [3.0681, -1.9621, -1.3134], [2.1761, -0.2557, 1.0448], [2.7394, -1.4467, 3.1740], [4.1898, -2.9940, 4.4113], [6.0034, -4.1851, 3.2517], [6.4213, -3.7720, 0.8653], [4.9767, -2.2455, -0.3918]],
  "mulliken_charge": [-0.98, 0.28, -0.98, 0.12, -0.60, -0.27, -0.35, 0.41, -0.34, 0.02, -0.40, 0.30, 0.32, 0.32, 0.30, 0.32, 0.31, 0.48, 0.46, -0.11, -0.11, 0.10, 0.42, -0.25, 0.99, -0.39, -0.65, -0.35, -0.80, -0.31, -0.15, -0.10, 0.51, -0.45, -0.64, -0.30, -0.73, -0.28, 0.32, 0.41, 0.40, 0.41, 0.40, 0.32, 0.16, 0.28, 0.52, 0.41, 0.40, 0.39, 0.47],
  "gap_ev": 5.006,
  "multiplicity": 1,
  "total_charge": 1,
  "e_lumo_ha": -0.208,
  "de_lowest_ev": 0.000,
  "max_force_ev_per_a": 1.8
}

***

(5)
{
  "formula": "C7H10O",
  "method": "ωB97M-V/def2-TZVPD",
  "elements": ["O", "C", "C", "C", "C", "C", "C", "C", "H", "H", "H", "H", "H", "H", "H", "H", "H", "H"],
  "coordinates": [[0.3335, 1.6015, -3.0421], [1.0481, 1.8709, -2.0246], [1.4672, 0.6487, -1.2420], [0.3912, -0.3688, -1.0326], [-0.1928, -0.2107, 0.3162], [-0.5045, -1.1540, 1.2264], [-1.2830, -0.8347, 2.4164], [-1.4604, -1.6172, 3.4941], [1.2857, 2.9197, -1.8786], [2.2895, 0.2711, -1.8681], [1.9165, 0.9382, -0.2733], [-0.3315, -0.4142, -1.9303], [0.8859, -1.3390, -1.0745], [-0.4211, 0.8290, 0.5116], [-0.4232, -2.2555, 1.1073], [-1.9397, 0.0290, 2.3377], [-2.2324, -1.2489, 4.1848], [-0.8916, -2.5098, 3.7737]],
  "lowdin_spin": [0.28, 0.36, 0.08, 0.03, 0.04, 0.03, 0.01, 0.04, 0.05, 0.03, 0.00, 0.00, 0.00, 0.02, 0.00, 0.00, 0.00, 0.00],
  "gap_ev": [3.229, 7.230],
  "multiplicity": 2,
  "total_charge": -1,
  "e_lumo_ha": [0.136, 0.135],
  "de_lowest_ev": 1.998,
  "max_force_ev_per_a": 3.0
}

***

(6)
{
  "formula": "C3H6N3O2",
  "method": "ωB97M-V/def2-TZVPD",
  "elements": ["N", "C", "C", "N", "O", "N", "C", "O", "H", "H", "H", "H", "H", "H"],
  "coordinates": [[1.1040, 0.2022, 0.1409], [0.2693, -0.9656, -0.1347], [-1.2240, -0.5846, -0.0592], [-2.2427, -1.3214, 0.0208], [-3.3259, -0.6079, 0.0865], [-3.0765, 0.7470, 0.0501], [-1.7149, 0.9118, -0.0520], [-1.0068, 1.8668, -0.1182], [0.5669, 1.1058, 0.1609], [1.6919, 0.4773, -0.6847], [1.7326, 0.0494, 1.0054], [0.3808, -1.4328, -1.2123], [0.4048, -1.7538, 0.7567], [-3.7670, 1.4480, -0.1099]],
  "mulliken_charge": [-0.26, -0.34, 0.06, -0.39, -0.07, 0.01, 0.72, -0.67, 0.28, 0.40, 0.40, 0.29, 0.30, 0.27],
  "gap_ev": 10.238,
  "multiplicity": 1,
  "total_charge": 1,
  "e_lumo_ha": -0.141,
  "de_lowest_ev": 3.161,
  "max_force_ev_per_a": 4.3
}

***

(7)
{
  "formula": "C5H6O",
  "method": "ωB97M-V/def2-TZVPD",
  "elements": ["C", "C", "C", "C", "C", "O", "H", "H", "H", "H", "H", "H"],
  "coordinates": [[1.9243, -1.3405, -0.6613], [1.0692, -0.6966, -0.1087], [-0.1044, -0.0338, 0.4787], [-0.1655, 1.4782, 0.2690], [-1.2881, -0.7489, -0.1732], [-2.1006, -0.2053, -0.8760], [2.6855, -1.9076, -1.1505], [-0.1283, -0.2693, 1.5536], [0.7264, 1.9653, 0.6714], [-0.2514, 1.7133, -0.7942], [-1.0470, 1.8855, 0.7736], [-1.3203, -1.8404, 0.0177]],
  "mulliken_charge": [0.21, -0.85, 0.49, -1.27, -0.12, -0.46, 0.42, 0.23, 0.37, 0.31, 0.32, 0.35],
  "gap_ev": 10.803,
  "multiplicity": 1,
  "total_charge": 0,
  "e_lumo_ha": 0.034,
  "de_lowest_ev": 1.850,
  "max_force_ev_per_a": 0.6
}

***

(8)
{
  "formula": "C3H6BClO2",
  "method": "ωB97M-V/def2-TZVPD",
  "elements": ["C", "B", "O", "C", "O", "C", "Cl", "H", "H", "H", "H", "H", "H"],
  "coordinates": [[-1.4307, 1.5665, 0.3516], [-0.9635, -0.0463, 0.1001], [-1.9331, -0.9073, -0.0435], [0.6367, -1.0764, -0.2164], [0.3805, -2.2495, -0.4557], [2.0534, -0.5560, -0.0794], [2.1856, 1.1853, -0.3252], [-0.5505, 2.0435, 0.7215], [-1.8595, 2.1964, -0.5487], [-2.3376, 1.4671, 1.0342], [-1.4348, -1.6772, -0.4793], [2.6019, -0.8768, 0.8456], [2.6517, -1.0695, -0.9048]],
  "mulliken_charge": [-0.87, 0.36, -0.40, 0.32, -0.56, -0.44, -0.18, 0.26, 0.28, 0.23, 0.39, 0.30, 0.30],
  "gap_ev": 9.712,
  "multiplicity": 1,
  "total_charge": 0,
  "e_lumo_ha": 0.002,
  "de_lowest_ev": 2.421,
  "max_force_ev_per_a": 2.8
}